Here is a 9-piece molecular cluster, C36H72O13S4 overall in a non-equilibrium geometry from the Open Molecules 2025 dataset. Energies are from ωB97M-V/def2-TZVPD.

Properties
- net charge = 0
- spin multiplicity = 1
- structure (SMILES) = O=S1(=O)CCCC1.O=S1(=O)CCCC1.O=S1(=O)CCCC1.O=S1(=O)CCCC1.C1CCOC1.C1CCOC1.C1CCOC1.C1CCOC1.C1CCOC1

Each line ends with the Mulliken charge.
Geometry (Å):
C (7.99, -19.98, -12.28)  -0.4754
C (6.82, -20.60, -11.48)  -0.7383
C (6.30, -19.52, -10.56)  -0.6241
S (6.20, -18.09, -11.74)  1.0511
O (6.51, -16.86, -11.08)  -0.4518
O (4.97, -18.06, -12.48)  -0.7230
C (7.42, -18.68, -12.88)  0.5511
H (8.16, -20.64, -13.14)  0.3691
H (8.90, -19.82, -11.70)  0.1353
H (7.23, -21.42, -10.87)  0.3943
H (6.08, -21.10, -12.10)  0.3192
H (7.05, -19.17, -9.92)  0.2437
H (5.40, -19.59, -9.95)  0.4644
H (8.19, -18.04, -12.98)  -0.8657
H (6.90, -18.94, -13.79)  0.5818
C (10.21, -5.66, -12.80)  -0.5210
C (10.79, -5.93, -14.26)  -0.8458
C (10.49, -7.42, -14.57)  0.4830
S (10.89, -8.30, -13.04)  0.8873
O (12.23, -8.77, -13.13)  -0.7268
O (9.85, -9.22, -12.70)  -0.3797
C (10.86, -6.79, -11.93)  -0.8908
H (9.16, -5.79, -12.80)  0.1417
H (10.50, -4.72, -12.41)  0.4747
H (11.84, -5.72, -14.36)  0.3857
H (10.26, -5.25, -14.98)  0.3683
H (11.14, -7.86, -15.36)  0.2467
H (9.44, -7.67, -14.66)  -0.5817
H (11.93, -6.65, -11.82)  0.3884
H (10.41, -7.03, -10.98)  0.4012
C (11.69, -15.46, -9.40)  -0.1854
C (10.44, -15.11, -8.51)  -0.4175
C (9.24, -15.77, -9.23)  -0.2947
S (9.96, -17.22, -10.03)  1.1154
O (9.88, -17.19, -11.47)  -0.5107
O (9.47, -18.45, -9.34)  -0.8338
C (11.69, -16.93, -9.65)  -1.1804
H (12.58, -15.01, -8.95)  0.4981
H (11.58, -14.89, -10.37)  -0.0595
H (10.23, -14.04, -8.54)  -0.0169
H (10.51, -15.54, -7.52)  0.4097
H (8.91, -15.14, -10.05)  -0.1473
H (8.44, -16.10, -8.59)  0.6284
H (12.29, -17.27, -10.44)  0.4678
H (11.81, -17.53, -8.75)  0.4046
C (7.02, -10.03, -10.63)  -0.2514
C (7.84, -9.17, -9.66)  -0.2000
C (8.15, -10.07, -8.46)  -1.0496
S (8.60, -11.67, -9.24)  1.3823
O (7.89, -12.83, -8.72)  -0.7008
O (10.07, -11.72, -9.25)  -0.7247
C (7.85, -11.28, -10.88)  0.2322
H (6.86, -9.53, -11.56)  -0.3095
H (6.05, -10.23, -10.17)  0.4562
H (7.32, -8.30, -9.27)  0.5773
H (8.82, -8.81, -10.12)  -0.1989
H (7.19, -10.21, -7.84)  0.2915
H (8.97, -9.80, -7.82)  0.4708
H (7.27, -12.13, -11.30)  0.5535
H (8.76, -11.00, -11.51)  -0.4856
C (11.71, -11.65, -18.28)  -0.8694
C (12.33, -11.86, -16.84)  0.0349
C (11.30, -11.14, -15.97)  0.4199
O (10.91, -9.94, -16.74)  -0.3422
C (11.03, -10.27, -18.14)  -0.5685
H (10.96, -12.34, -18.59)  0.2772
H (12.45, -11.78, -19.06)  0.4420
H (13.33, -11.43, -16.83)  0.4081
H (12.36, -12.93, -16.55)  -0.2821
H (11.67, -10.89, -15.03)  0.6238
H (10.46, -11.75, -15.76)  -0.6844
H (11.70, -9.53, -18.61)  0.3333
H (10.04, -10.37, -18.60)  0.2591
C (7.06, -12.12, -16.01)  1.6020
C (7.38, -11.72, -17.50)  0.0565
C (5.91, -11.59, -18.17)  -0.8387
O (5.07, -11.35, -17.08)  -0.5211
C (5.45, -12.02, -15.90)  -0.8128
H (7.61, -11.48, -15.33)  -0.9378
H (7.41, -13.15, -15.76)  -0.3049
H (7.98, -12.55, -17.98)  0.4375
H (7.89, -10.79, -17.57)  -0.4551
H (5.71, -12.55, -18.65)  0.3560
H (5.83, -10.88, -18.89)  0.4864
H (5.10, -13.05, -15.93)  0.4422
H (5.05, -11.57, -15.05)  0.3466
C (13.14, -16.73, -14.23)  0.5214
C (12.87, -15.81, -15.52)  0.4485
C (13.29, -16.74, -16.68)  -0.7118
O (14.25, -17.60, -16.09)  -0.4278
C (13.71, -17.99, -14.85)  -0.7252
H (12.17, -16.98, -13.74)  -0.4761
H (13.89, -16.32, -13.50)  0.2576
H (13.42, -14.84, -15.64)  0.0453
H (11.85, -15.69, -15.52)  -0.3037
H (13.69, -16.20, -17.52)  0.3143
H (12.51, -17.43, -17.01)  0.3571
H (14.49, -18.56, -14.29)  0.3163
H (12.93, -18.71, -15.05)  0.3670
C (6.24, -7.21, -15.99)  -0.9381
C (6.60, -8.72, -15.90)  0.4774
C (6.67, -8.96, -14.41)  0.0060
O (7.12, -7.76, -13.83)  -0.2368
C (6.70, -6.66, -14.60)  -0.4453
H (5.17, -7.12, -16.03)  0.3815
H (6.70, -6.67, -16.83)  0.3326
H (7.61, -8.93, -16.47)  -0.2801
H (5.79, -9.25, -16.42)  0.2545
H (7.40, -9.80, -14.21)  -0.3877
H (5.68, -9.37, -14.07)  0.4223
H (7.47, -5.94, -14.55)  0.1745
H (5.73, -6.26, -14.16)  0.3591
C (10.12, -14.28, -13.80)  0.0424
C (9.31, -15.52, -14.09)  -0.0055
C (7.91, -15.12, -13.64)  0.5700
O (8.07, -13.96, -12.75)  -0.2788
C (9.50, -13.66, -12.58)  1.3256
H (10.10, -13.60, -14.69)  -0.6430
H (11.21, -14.49, -13.75)  0.5231
H (9.73, -16.34, -13.44)  -0.3236
H (9.36, -15.80, -15.16)  0.5182
H (7.42, -15.93, -13.04)  -0.8781
H (7.31, -14.72, -14.48)  0.1185
H (9.91, -14.08, -11.66)  -1.1840
H (9.67, -12.59, -12.57)  0.2200

=====

Here is C12H26AlBeBrCl3FMgN2NbO10 as an isolated structure in a non-equilibrium geometry from the Open Molecules 2025 dataset. Energies are from ωB97M-V/def2-TZVPD.

Properties
- net charge = -1
- spin multiplicity = 1

Each line ends with the Mulliken charge.
Geometry (Å):
C (1.23, 2.46, -1.97)  -0.6577
C (0.45, 2.59, -0.91)  -0.2858
Nb (0.46, 1.13, 0.85)  -0.6712
C (-0.78, -0.34, -0.56)  -0.6366
N (-1.88, 0.25, -0.92)  0.2765
C (1.65, 2.65, 2.05)  -0.9149
C (1.29, 2.70, 3.43)  0.8882
O (2.11, 2.41, 4.31)  -0.3518
Cl (-0.30, 3.13, 3.85)  -0.0715
C (2.41, 0.23, 0.20)  -1.0556
C (3.17, 0.07, 1.51)  2.3200
O (4.30, 0.96, 1.52)  -0.6371
C (3.72, -1.34, 1.78)  -0.6798
N (3.60, -1.64, 3.21)  -0.6840
C (0.47, -0.30, 2.55)  0.9610
O (0.85, -1.39, 2.12)  -0.6115
O (0.14, -0.03, 3.70)  -0.7375
H (2.29, 2.60, -1.83)  0.2032
H (0.88, 2.19, -2.96)  0.3327
H (-0.32, 3.52, -0.92)  0.7480
H (-1.16, 1.73, 1.45)  0.1540
H (-1.02, -1.17, 0.10)  0.4550
H (-0.18, -0.64, -1.40)  0.3959
H (-2.23, 0.01, -2.04)  0.4739
H (-2.60, 0.13, -0.18)  -0.0121
H (2.71, 2.53, 1.94)  0.3140
H (1.44, 3.63, 1.63)  0.6578
H (2.34, -0.71, -0.33)  0.3422
H (2.97, 0.86, -0.48)  0.3439
H (2.57, 0.42, 2.33)  -1.9134
H (4.82, 0.78, 0.74)  0.4922
H (3.20, -2.06, 1.17)  0.4478
H (4.76, -1.29, 1.50)  0.1417
H (3.78, -0.80, 3.75)  0.1663
H (2.63, -1.91, 3.37)  0.4010
Al (2.50, 0.66, 4.77)  0.2011
Br (-1.94, 3.10, -0.27)  -0.3963
C (-4.97, -1.94, -0.78)  -0.2057
Cl (-4.78, -0.61, 0.39)  -0.2235
Cl (-4.53, -1.35, -2.35)  -0.1019
H (-4.29, -2.74, -0.50)  0.2738
H (-5.99, -2.31, -0.77)  0.2449
F (-2.39, -0.11, -3.04)  -0.6401
O (-7.66, -3.39, -1.55)  -0.5975
H (-7.41, -3.25, -2.47)  0.2627
H (-8.47, -3.90, -1.59)  0.3153
Mg (-1.70, 3.19, -2.71)  0.9275
O (-7.95, -5.99, -1.10)  -0.8259
H (-7.50, -6.23, -0.28)  0.1881
Be (-5.65, 1.29, 2.21)  0.0272
C (-1.69, 1.47, -6.48)  -0.7068
O (-1.56, 2.33, -5.44)  -0.6634
H (-0.74, 1.14, -6.95)  0.2297
H (-2.19, 0.50, -6.24)  0.2192
H (-2.29, 1.85, -7.33)  0.2278
C (7.83, -1.76, 1.94)  0.8821
O (7.28, -1.53, 0.86)  -0.4886
O (7.80, -2.86, 2.56)  -0.3601
O (8.51, -0.91, 2.59)  -0.3843

=====

| no. | lowest unoccupied orbital energy (eV) | Kohn-Sham gap (eV) | total energy (eV) |
| --- | --- | --- | --- |
| 1 | 0.488 | 9.9 | -108452.33347 |
| 2 | -3.106 | 0.9 | -160618.83779 |